22
Properties=species:S:1:pos:R:3:forces:R:3 method="wB97M-V/def2-TZVPD" e_tot_ev=-13475.0787 lumo_energy_ev=-2.74 de_lowest_kj_mol=129.7 total_charge=+1
N -0.33211 1.78976 -0.07644 2.217 -2.222 -0.247
C 0.96566 1.22220 0.55816 0.426 0.704 -1.986
C 1.77643 0.56489 -0.60762 -0.742 -1.543 1.120
N 0.98125 -0.39613 -1.35754 -0.755 -0.115 0.559
C 0.63687 -1.68175 -0.69994 1.278 1.933 -1.612
C -0.87731 -1.69694 -0.49685 -0.185 0.217 1.707
O -1.27805 -2.88336 -0.12902 0.998 -1.941 -0.215
O -1.57691 -0.70617 -0.45860 0.322 -0.106 -0.388
H -0.15040 2.26875 -0.95389 0.253 1.170 0.536
H -0.75712 0.90067 -0.50949 -0.647 0.548 1.481
H -0.71957 2.26197 0.72878 -1.509 0.190 -0.683
H 0.65524 0.60198 1.40409 -0.019 -0.243 -0.518
H 1.62547 2.00653 0.95791 -0.632 0.123 -0.119
H 2.55997 0.02613 -0.03641 0.476 0.587 -0.720
H 2.10584 1.28455 -1.35926 0.457 0.204 0.621
H 1.22695 -0.53702 -2.32210 0.338 0.285 0.040
H 1.11764 -2.42964 -1.35056 -0.991 -0.454 0.563
H 1.20730 -1.68845 0.24610 -0.799 -0.433 0.015
H -2.01668 -3.11573 0.44401 -0.546 0.973 -0.290
H -2.67113 0.20855 1.45496 -0.184 0.097 0.231
H -2.40961 1.15909 2.70257 -0.369 -0.323 -0.097
O -2.06973 0.84013 1.86112 0.613 0.348 0.004